Entry from the OMol25 dataset: a 8-piece molecular cluster, C98H218O6P6 overall at a distorted geometry (wB97M-V/def2-TZVPD).

```
328
Properties=species:S:1:pos:R:3:forces:R:3:mulliken_charge:R:1
H 0.91936 13.01609 -18.31061 -0.035 0.098 0.081 0.243
C -11.86641 6.06706 -21.65127 -1.260 -0.574 0.114 -0.606
H 0.52037 8.92735 -20.36530 -0.210 -0.621 -0.148 -0.143
H 3.48383 5.70046 -16.90879 -0.364 0.299 0.074 0.408
H -3.47922 13.52158 -15.27284 0.155 0.046 -0.282 0.117
H -6.68441 7.52667 -17.61303 -0.501 -0.148 -0.555 -0.040
H 1.41870 11.34172 -6.06987 -0.621 -0.526 -0.331 0.447
H 0.11615 6.66583 -21.18863 0.652 0.472 0.193 -0.043
H -3.01537 -0.69334 -10.73683 0.115 -0.215 0.472 0.331
C -13.32823 5.84635 -21.13686 -0.788 0.536 -0.801 -0.549
C -4.74200 10.96833 -8.13429 0.001 0.952 0.396 1.555
H 1.12658 16.73518 -7.49121 -0.212 0.297 -0.021 0.315
H 3.55098 9.19196 -14.93409 0.037 -0.165 0.419 0.173
H 0.76829 12.88792 -3.55951 -0.171 0.115 -0.041 0.382
H -0.86819 6.46565 -22.50555 -0.079 -0.209 -0.527 0.313
H 1.41697 10.93707 -14.78694 -0.141 0.205 -0.185 0.315
H 2.02395 9.09080 -21.23704 0.257 0.106 0.295 0.673
H -4.48844 11.05739 -17.24507 0.197 0.300 0.446 0.361
C -6.01075 6.99790 -9.82013 0.571 0.229 1.904 -1.813
C 3.43757 5.72187 -15.81998 1.392 0.615 1.042 -0.954
H -5.86003 9.86390 -6.58879 0.007 0.173 0.184 0.382
C -1.85755 3.04601 -16.81114 0.128 0.069 0.371 -1.462
H -1.99988 4.06327 -18.72029 -0.029 -0.337 -0.022 0.710
H 4.10092 4.92714 -15.47871 0.326 -0.045 -0.203 0.463
H -3.45564 10.60736 -19.49444 -0.225 -0.277 -0.053 0.407
O -1.62839 9.15644 -13.60985 0.621 0.714 -0.408 -0.502
H 1.84800 6.91006 -13.93900 0.111 0.001 0.382 -1.166
O -3.54258 11.52819 -12.56610 -1.482 -1.703 -1.647 1.301
H -0.02255 13.00108 -15.37572 -0.291 0.130 -0.248 0.015
H -7.78808 7.65812 -22.34006 0.134 -0.272 0.093 0.526
C -9.85584 8.30310 -26.03814 0.222 0.948 -1.240 -1.308
H -10.08091 10.83528 -10.66145 -0.110 0.084 -0.554 0.393
C 1.82185 7.96581 -14.20885 0.077 0.982 0.348 0.186
C 3.19158 14.26577 -23.63022 0.976 -0.065 0.041 -1.235
H -0.80883 14.98715 -8.95926 -0.251 -0.049 0.313 0.374
H -5.79695 13.31702 -16.33067 0.544 -0.659 -0.075 0.311
C 0.03265 14.52486 -8.44321 0.111 -0.198 -0.076 -1.092
H -2.62516 11.24954 -12.51821 0.600 -1.026 -0.839 -0.610
H -1.02595 6.35392 -10.40549 -0.139 0.207 0.379 0.391
C 1.90060 12.87005 -18.76221 0.507 0.257 0.480 -0.305
H 3.62936 14.66756 -24.54402 -0.015 0.655 0.318 0.382
H -6.70819 5.39642 -12.47603 -0.086 -0.155 0.142 0.332
H -6.02926 5.27272 -20.75319 -0.444 -0.124 -0.275 0.408
C 1.32101 15.20386 -8.98232 -0.546 0.369 0.878 -0.174
C -3.36462 12.50486 -11.69199 -0.594 2.502 2.497 -0.059
H -6.10152 7.59391 -8.91204 -0.584 0.659 -0.082 0.366
H 3.52538 8.75251 -10.84572 -0.674 0.288 0.246 1.034
P -1.16195 12.06492 -7.50945 -1.751 0.686 -0.188 0.492
H -4.79881 12.90160 -7.09205 -0.221 -0.109 -0.136 0.491
H -6.93752 6.42629 -9.86963 0.126 -0.076 -0.475 0.396
H 1.58296 11.02600 -2.33295 0.186 -0.306 -0.135 0.375
C -0.83027 5.29028 -17.45613 1.550 -0.780 0.193 1.327
H -2.77607 12.88907 -8.94375 -0.302 -0.466 -0.517 -0.068
C 1.41219 10.84393 -3.39398 -0.481 0.290 -0.807 -1.167
C -0.38426 3.75944 -14.14102 0.312 0.226 -0.425 1.384
H -8.99094 12.53406 -12.27856 -0.278 0.058 0.194 0.700
C 0.97204 9.37616 -21.24998 0.958 0.777 1.217 -0.443
P 0.88904 11.13644 -20.70742 -0.984 0.100 -1.236 0.463
H -11.74066 7.11342 -21.92949 -0.138 0.103 -0.031 0.321
H 3.89632 7.91332 -12.23805 0.082 -0.110 -0.391 0.415
C 0.90683 2.94638 -14.44291 0.777 1.930 0.665 -0.631
H 1.22100 13.03929 -6.05138 -0.017 0.097 -0.189 0.020
H -9.13735 8.01432 -26.80525 0.121 -0.132 0.044 0.330
H 5.72760 9.38151 -10.73375 -0.454 0.749 0.560 0.312
H -9.15669 0.56644 -23.03147 -0.125 0.063 -0.339 0.324
H -6.44022 14.45143 -15.33998 0.258 0.786 0.246 0.492
C 4.18274 13.99372 -18.10844 0.729 0.090 0.318 -1.490
C -8.81875 6.14025 -15.60021 -0.155 0.585 0.201 -1.077
H 3.90657 14.91171 -18.62723 -0.100 -0.206 -0.268 0.352
H 1.69128 10.66462 -18.57882 -0.139 0.146 0.381 0.660
H -2.84151 10.75509 -16.48021 -0.302 0.451 0.192 0.242
C -9.27078 7.10696 -23.89047 -0.016 1.151 0.735 -0.452
H -4.99124 5.14483 -12.28828 0.101 0.323 -0.171 0.289
C -9.16183 8.45471 -24.69289 -0.056 -2.135 0.527 -0.516
H -5.10710 7.46372 -17.18505 0.660 -0.017 -0.228 -0.048
H -0.81063 10.97172 -18.12203 0.433 -0.742 0.007 0.086
C 1.36429 12.31147 -22.00617 0.692 0.180 -0.914 -0.955
H 1.94419 6.33204 -10.76511 0.101 -0.437 -0.249 0.589
H -4.06908 15.12826 -15.86473 0.212 -0.211 -0.179 0.454
H -3.28803 9.33823 -13.79815 -2.285 2.671 0.857 -0.475
C -8.37766 1.26118 -23.34542 0.156 0.523 0.773 -1.172
C 0.45596 8.97503 -22.59515 -0.453 0.352 -1.479 -0.538
H 1.55441 11.21415 -11.76448 0.226 -0.301 0.279 0.726
C 0.71660 7.95695 -11.45932 -0.833 0.989 0.988 -1.037
H -0.39462 4.79403 -14.48397 0.740 0.308 -0.179 -0.531
C 3.03384 13.14541 -17.69117 -2.201 -1.094 -0.404 -0.028
C 1.68551 2.81729 -11.90893 -0.096 -0.564 -1.980 -1.280
H 2.47734 12.60755 -24.77323 -0.003 -0.078 -0.166 0.373
H -6.73993 11.21602 -7.35164 -0.228 -0.242 -0.034 0.311
C 4.37253 10.02280 -12.31519 -0.416 0.376 0.103 0.018
H 2.00746 13.63110 -19.53518 -0.097 -0.204 -0.249 0.253
H -5.89384 13.17256 -13.23310 -0.159 0.128 -0.010 0.454
H 0.98271 3.55588 -11.52337 0.142 -0.284 0.341 0.198
H -2.17615 5.98992 -6.98897 -0.279 -0.462 0.556 0.336
H -7.28982 11.42699 -15.42271 0.182 -0.223 -0.074 0.481
H -7.49821 8.85293 -15.23094 0.382 -0.232 0.250 0.255
H -8.18504 5.03390 -19.34913 0.108 0.100 0.667 0.585
H -8.61836 10.49593 -9.87229 0.658 -0.172 -0.633 0.022
C 0.19382 6.48693 -22.26104 -0.498 0.021 0.092 -0.842
H -2.66735 7.94469 -8.35248 -0.067 0.165 -0.198 -0.159
H -5.01371 11.42772 -9.08467 0.336 -0.299 -0.418 -0.169
H -0.30463 8.12635 -11.80064 -0.090 -0.196 -0.843 0.030
H -5.20610 6.38783 -9.40970 0.154 -0.702 -0.797 0.454
C -0.69066 12.21303 -5.72516 0.642 0.064 -1.743 -1.117
P 1.81786 8.91888 -12.56693 -1.808 -0.985 -0.962 1.153
C 1.23792 10.67487 -12.65729 0.102 -0.469 -0.093 -0.385
H 0.89281 8.04214 -14.77379 -0.334 0.541 0.508 0.653
C -3.32199 4.02136 -14.24022 0.872 0.171 -1.068 -0.730
H 2.34424 4.23298 -13.19852 0.026 0.385 -1.268 -0.102
H 2.55405 13.58456 -16.81650 -0.075 -0.094 0.039 -0.003
H -11.74819 5.49683 -22.57266 0.189 -0.230 0.043 0.410
H 1.36519 3.35341 -15.34420 -0.322 -0.409 -0.476 0.149
C -2.13699 1.02783 -12.98611 0.187 0.572 0.148 0.012
H -9.42170 8.08974 -21.94969 -0.052 0.488 -0.208 0.563
P -7.75220 10.71298 -13.13596 1.328 2.473 1.153 0.377
H -4.73228 8.45071 -10.82210 0.298 -0.177 0.354 -0.026
H 4.56426 10.04965 -13.38786 -0.332 0.168 -0.047 0.007
H -13.56979 4.83722 -20.80309 0.804 -0.161 0.274 0.377
H -5.69124 9.24215 -13.24485 -0.811 -0.302 -0.866 0.112
H -14.31632 5.39345 -23.04265 0.354 0.258 -0.289 0.353
H -6.78060 3.97091 -14.45522 0.014 -0.447 0.006 0.507
H -9.83201 14.04550 -10.73412 0.191 0.135 0.280 0.298
C -7.89039 2.03974 -22.08888 0.508 -1.339 -0.086 -0.986
H -1.31254 -0.68763 -11.13832 0.116 -0.190 0.127 0.293
H -5.99302 3.83700 -11.95659 -0.528 -0.318 -0.332 0.290
C 5.71705 9.94460 -11.66699 0.962 -1.036 -0.739 -0.824
C -1.37370 10.32390 -8.05589 1.478 1.014 -0.480 -0.672
C -2.88214 11.02612 -18.66750 0.141 -0.148 -0.673 -1.272
H -0.62614 9.07815 -22.67582 -0.156 -0.065 0.089 0.377
H 2.86135 11.44003 -13.91168 -0.026 -0.574 0.083 -0.080
H 0.10119 4.76966 -17.67848 0.225 -0.236 -0.316 0.483
C -5.71020 7.43062 -18.09240 0.406 -0.825 0.281 -0.718
H -2.71558 1.73860 -12.39609 -0.181 0.271 -0.135 0.424
H 0.47205 10.30726 -3.52137 -0.221 -0.022 0.255 0.271
H 2.26024 17.21297 -8.72984 -0.067 -0.119 -0.251 0.401
H 2.49845 5.36244 -15.39932 -0.431 0.547 -0.332 -0.163
C -5.64067 13.71072 -15.32634 -0.375 1.626 0.241 -0.962
H -7.81306 1.34444 -21.25301 -0.141 -0.472 -0.116 0.433
C -2.32979 8.23368 -14.10136 2.584 -3.779 1.011 -0.606
C -5.90786 4.67640 -12.64671 0.717 0.367 0.552 -1.237
C 0.19788 5.34321 -8.87361 -0.042 1.828 -0.702 -1.810
C 1.45622 12.99539 -13.84117 -0.418 -1.167 0.530 -0.698
H -8.62991 6.39259 -24.40725 -0.308 -0.285 0.133 0.318
H -9.02122 5.60837 -14.67058 -0.247 -0.159 -0.107 0.461
P -1.89295 3.15252 -14.91674 0.067 -1.131 0.230 0.765
C 3.03287 8.25019 -15.11500 0.051 -0.700 -0.620 -0.103
H -6.83678 2.28334 -22.22555 0.002 0.796 -0.133 0.397
C -9.11515 11.28676 -10.43433 0.304 -0.458 -0.873 -0.077
H 1.10048 4.74340 -8.75681 -0.501 -0.566 -0.081 0.383
C -2.63476 -0.38674 -12.78431 1.253 -1.864 -1.071 -0.633
H 0.88667 6.15819 -12.24966 0.452 -1.172 0.157 -0.970
C 1.94377 11.43027 -19.31240 0.536 -0.179 -0.095 -1.083
H -5.52465 8.32030 -18.69418 0.091 -0.069 -0.049 0.542
H -8.50212 12.70350 -8.86774 0.371 -0.239 -0.205 0.202
H -9.69312 9.31834 -13.10346 0.143 -0.260 0.157 0.705
C -8.76400 3.15396 -21.53590 0.603 -0.902 0.117 -0.345
H -6.81865 9.49230 -10.53533 -0.367 -0.305 0.330 -0.755
C -5.98540 12.74345 -14.23089 -0.318 -1.610 -0.627 0.566
H -9.54407 9.28235 -24.09539 0.132 0.036 -0.106 0.442
H -1.90916 6.96085 -5.53187 0.089 0.096 -0.081 0.366
C -2.00739 1.42163 -14.46924 -0.449 0.061 -0.509 -1.943
H -0.69549 13.05133 -13.73998 -0.034 -0.126 0.030 0.060
C -1.73518 9.33107 -6.99227 -0.303 0.042 0.642 -1.076
H 3.88510 14.38133 -22.79729 0.309 0.382 -0.052 0.321
C 0.10688 13.42124 -14.37831 -0.151 -0.403 -0.726 -0.875
H 4.27321 6.78147 -14.11439 -0.605 -0.222 0.492 0.173
O -1.95415 7.07584 -14.38111 0.204 -0.156 -0.784 -0.453
H -10.89432 4.78918 -20.06470 -0.132 -0.183 -0.253 0.651
H -6.42479 9.64408 -8.21268 -0.375 0.216 -0.019 0.107
C -7.93947 5.97665 -19.83802 0.792 -0.073 0.164 -0.736
H 0.78492 1.86709 -14.53435 -0.244 0.103 0.015 0.376
H 0.64458 8.57301 -10.56301 0.561 -0.010 0.601 0.394
C -14.43068 6.08764 -22.21011 0.151 -0.199 0.023 -1.413
H 2.53736 10.96406 -23.28753 -0.106 -0.472 0.649 -0.022
O -3.63923 8.49225 -14.08551 -0.763 0.288 -0.740 0.434
H 2.86010 2.61114 -13.76267 0.289 0.195 0.294 0.612
H 2.31173 14.84191 -23.34384 -0.379 -0.447 -0.347 0.321
H -3.88687 11.65933 -6.31494 0.192 0.118 0.273 0.392
H -0.46598 3.90315 -13.06363 -0.702 -0.489 0.112 -0.328
H -3.98101 10.19412 -8.23225 -0.277 -0.193 -0.456 -0.467
H -3.08859 4.27372 -13.20584 -0.117 -0.236 0.085 0.871
H -4.50550 5.81831 -19.11989 0.021 0.398 -0.084 0.062
C -4.66075 3.33542 -14.48620 -0.969 0.853 1.048 -0.752
H -0.86715 12.52459 -19.97245 -0.178 0.199 -0.295 0.722
H 2.73686 8.34989 -16.15929 -0.551 0.145 -0.066 0.355
H -7.63737 4.65384 -22.66627 0.286 -0.006 0.352 0.565
H -2.64773 9.61650 -6.46894 -0.017 0.292 0.165 0.241
H -10.32223 6.81965 -23.89031 0.136 -0.386 -0.146 0.189
H 2.16211 10.20284 -3.85737 0.264 -0.007 0.361 0.304
H -3.51076 6.89877 -6.28580 0.029 0.320 -0.113 0.336
H -14.52611 7.11729 -22.55481 0.352 -0.035 -0.147 0.347
H 2.60928 2.76319 -11.33290 -0.283 0.008 0.166 0.443
C 2.67645 11.91474 -22.77277 -0.259 -0.641 0.388 -0.349
C -6.40519 6.07574 -20.11920 -0.609 -0.215 -0.895 -1.039
H -1.40087 11.27299 -21.14254 -0.334 0.163 0.046 0.673
H -0.66682 5.57928 -16.41792 -0.551 0.169 0.194 -0.581
H -15.42655 5.82213 -21.85536 0.110 0.060 0.544 0.419
H 4.96522 7.39665 -15.41237 -0.015 -0.349 -1.174 0.660
H 3.55433 11.83364 -22.13180 -0.265 -0.187 0.582 0.363
C -9.27307 7.61754 -15.46703 0.802 0.348 0.558 -0.762
H -9.36685 8.07711 -16.45095 0.021 0.094 -0.064 0.361
H 7.63870 9.21061 -12.04523 0.307 -0.166 -0.243 0.436
C -6.04240 10.39603 -7.52243 1.090 0.114 -0.132 -1.476
H 3.93438 10.97210 -12.00705 -0.383 -0.036 -0.174 0.095
H 6.44274 8.00524 -12.20393 -0.125 -0.190 -0.737 0.305
H -7.63471 8.26053 -11.50510 -0.258 0.084 -0.156 0.452
H -0.96930 2.50152 -17.13153 0.511 0.084 0.524 0.644
H -10.24570 7.72315 -14.98649 -0.182 -0.462 -0.150 0.560
C -8.81725 7.30489 -22.40440 -0.955 -0.014 0.400 -1.330
H -3.65388 -0.58512 -13.11616 -0.160 0.384 0.204 0.395
H -5.67751 5.23955 -14.70941 0.228 0.296 0.108 -0.162
C -0.03014 13.00602 -8.60384 0.443 -1.179 -0.673 -0.741
H -0.51777 4.81687 -10.84817 0.425 -0.144 -0.265 0.184
C -6.70048 8.80662 -11.37437 -0.504 0.773 0.073 -0.163
H 2.36423 12.59587 -4.14936 0.062 0.061 -0.111 0.423
C 1.31028 16.70448 -8.56518 0.011 -1.068 -0.104 -1.305
H -7.54101 12.43905 -11.32454 0.545 -0.153 -0.451 0.646
H 2.16931 14.70131 -8.51765 0.255 -0.044 -0.272 0.399
O -4.25748 13.19254 -11.19951 -2.014 -0.295 -0.644 -0.804
H 0.51433 17.19456 -9.12589 0.048 0.274 0.263 0.338
C -1.36607 10.67579 -19.01198 -2.052 0.515 0.161 0.201
C 3.97317 7.04546 -15.12849 0.410 -0.466 0.395 -0.838
H -3.04280 12.09097 -18.83598 0.136 0.264 0.545 0.481
H -4.77043 2.96261 -15.50457 0.041 0.157 -0.102 0.507
H 6.76553 9.23754 -13.55569 -0.396 -0.165 0.005 0.298
H 0.14872 10.66163 -12.61747 -0.139 -0.137 -0.258 0.047
H -9.94226 11.74672 -8.64022 -0.144 0.373 0.331 0.520
H -2.27572 -2.15402 -11.38826 -0.141 0.144 -0.572 0.378
C -8.62904 4.45319 -22.26077 -0.913 0.978 0.185 -1.118
H 4.65304 14.33310 -17.18555 0.379 -0.020 -0.108 0.433
H 1.41727 13.31194 -21.57679 0.415 -0.053 0.420 0.624
H -11.19364 13.10400 -10.13497 -0.228 0.241 -0.215 0.327
H 3.31265 12.12061 -17.44592 0.611 0.165 0.607 0.203
C 2.02871 3.20650 -13.38527 -0.406 -0.441 1.144 -0.360
H -1.00212 7.59841 -7.92984 -0.006 -0.037 -0.141 -0.497
C -7.34615 11.97024 -14.47941 1.077 -0.524 0.902 -1.332
C -5.81396 4.33873 -14.11108 0.244 -0.736 -0.947 0.034
C -0.84088 11.46514 -20.22734 0.346 -0.161 0.340 -1.264
H -8.19354 6.84111 -19.22462 -0.306 -0.201 0.314 0.394
H -0.37010 10.15721 -8.44717 0.300 -0.693 -0.066 0.886
H -10.70302 7.63958 -26.21170 -0.062 -0.164 0.880 0.360
H 6.07437 10.96701 -11.54407 0.398 -0.249 0.137 0.400
H -6.27578 7.00699 -20.67068 0.314 0.056 -0.092 0.219
C -4.21006 14.32037 -15.14672 -0.914 -0.259 -0.295 -1.097
H 4.12982 12.45303 -24.18012 -0.071 -0.057 -0.150 0.385
H 1.35703 13.33794 -12.81116 0.901 -0.219 0.356 0.111
C -10.82047 5.74426 -20.58477 0.834 0.860 -0.101 -1.025
C -2.28459 -1.06607 -11.45456 -0.631 1.518 0.643 -1.284
H -0.70232 5.06353 -8.32634 0.209 -1.006 -0.303 0.365
C -6.34675 9.74583 -12.53443 0.975 -0.180 -0.009 1.247
C -8.28138 8.46012 -14.58252 -1.168 -0.407 -0.301 0.648
H -10.90126 6.52018 -19.82351 -0.043 0.016 0.326 0.555
H 2.92420 11.11801 -19.67205 0.401 0.288 0.034 0.699
H -8.47921 3.26262 -20.48939 -0.070 0.043 0.187 0.253
H 1.35208 15.13469 -10.06968 0.167 -0.263 0.003 0.064
C -5.61616 7.83892 -11.00259 0.479 -0.251 -0.446 1.008
H 0.96349 12.56183 -8.54470 0.283 -0.008 0.530 0.691
H -0.88497 13.27140 -5.55139 -0.558 -0.052 0.422 0.778
C -10.22683 13.52620 -9.86088 -0.372 -1.188 0.513 -1.286
C 1.77202 11.42236 -13.87780 -0.072 1.671 0.081 -0.033
H 0.42678 6.24906 -8.31224 0.406 0.376 -0.215 0.499
H -9.78013 2.76003 -21.55552 -0.236 0.332 0.079 0.337
C -5.53754 6.07708 -18.88316 -0.962 1.345 1.511 0.105
H 1.98080 7.51794 -22.98787 0.141 -0.030 0.193 0.388
H -8.09137 8.51486 -24.88934 0.008 0.848 0.152 0.323
C 1.35612 12.18140 -4.14550 0.091 -0.038 0.746 -0.798
H 0.86906 9.66615 -23.32987 -0.108 0.278 -0.013 0.322
H -3.98650 14.75375 -14.17188 -0.534 -0.125 0.212 0.327
H -2.69129 13.88269 -7.63988 -0.394 0.041 0.729 0.747
H -0.17661 7.24244 -18.14226 0.422 -0.307 -0.754 0.356
C -1.96551 4.31346 -17.65995 -0.335 0.402 0.707 -0.806
H -0.32200 12.68836 -9.60484 -0.546 0.196 -0.296 0.310
H -2.82968 1.10750 -15.11209 -0.294 -0.531 0.248 0.602
O -2.18452 12.61671 -11.36871 3.732 0.042 0.872 -0.727
H -9.29451 5.64846 -16.44867 -0.258 -0.100 0.206 0.501
C 3.46295 8.86425 -11.92817 1.239 -0.412 0.247 -1.325
H -2.01525 -0.94107 -13.48931 -0.128 -0.278 -0.525 0.363
H -5.17561 12.01998 -14.32535 -0.138 -0.522 0.598 -0.442
C -9.38463 12.32068 -9.38031 -0.451 1.288 0.052 -0.812
C -0.97255 6.51739 -18.31218 -0.970 0.261 1.407 -1.484
H -2.90196 4.82860 -17.44596 -0.251 0.034 0.072 -0.099
H -5.33209 7.17272 -11.81719 -0.160 0.227 -0.310 -0.393
H -1.35896 11.57225 -5.14993 0.322 0.001 0.229 0.651
H -0.92887 9.26633 -6.26167 -0.033 0.169 0.249 0.743
H 4.90777 13.39391 -18.65858 0.099 0.391 -0.262 0.342
H -7.91293 7.77850 -13.81588 0.552 0.080 -0.140 -0.536
H -1.11128 1.01503 -14.93801 0.016 -0.491 0.149 0.987
H -1.48956 9.62226 -19.26280 1.080 -0.272 0.500 0.018
H -10.41318 14.18633 -9.01377 0.148 0.267 -0.292 0.394
H -8.73526 1.92617 -24.13156 -0.182 0.004 0.033 0.309
C 6.65930 9.03448 -12.49005 0.841 0.750 1.275 -1.215
C -2.79493 12.81939 -7.85614 0.019 -0.637 0.039 -0.601
C -1.95237 7.95205 -7.52976 -0.269 -0.700 0.356 0.809
C 0.89740 7.59180 -23.08209 -0.073 -0.659 1.174 -0.796
C -8.36430 11.84173 -11.71633 -0.421 -1.333 0.227 -1.067
C 0.84690 12.13020 -5.58053 0.492 0.317 0.547 -0.383
H -3.20406 4.96626 -14.77065 -0.507 0.592 0.048 0.263
H 0.59115 5.47407 -22.32684 0.115 0.138 -0.465 0.452
C -2.43903 6.91916 -6.48350 0.548 -0.134 -0.888 -1.455
H -4.77422 2.48582 -13.81284 0.157 -0.237 -0.076 0.169
H -5.88767 5.30975 -18.19271 0.031 -0.342 -0.030 0.263
H -9.53148 10.24891 -14.53699 -0.056 0.112 -0.171 0.442
H -3.75840 9.50029 -17.22267 0.295 -0.188 -0.471 -0.181
C 3.12448 12.77862 -23.91298 -1.025 0.969 -0.349 -0.738
H 0.72550 7.47312 -24.15188 -0.351 0.063 0.092 0.390
H -2.61809 2.31548 -17.08683 -0.494 0.165 0.292 0.775
H -1.11915 1.09051 -12.60120 0.063 -0.037 0.310 -0.267
H -10.19421 9.28515 -26.36856 -0.084 0.055 -0.039 0.359
C -0.14241 5.71711 -10.36156 -0.004 0.288 0.563 -0.522
H 0.58140 12.49972 -22.74085 -0.364 -0.666 -0.095 0.619
C -3.52054 10.56040 -17.31034 0.805 0.070 -1.004 -0.424
H -7.55725 0.69088 -23.78106 -0.048 -0.053 0.139 0.359
H -5.56804 10.42459 -12.18659 -0.296 0.729 0.355 -0.513
P -9.10053 5.91810 -21.19869 0.826 -0.841 -3.110 0.923
C 0.95200 6.44856 -11.20108 -0.262 0.743 -0.426 1.373
H 1.22202 1.83716 -12.02133 -0.105 -0.159 0.868 0.287
H -2.00203 10.28026 -8.94550 -0.259 0.357 0.111 0.408
H -8.23819 12.58674 -14.59032 0.005 0.306 0.328 0.700
H 2.31955 13.47107 -14.30645 -0.260 0.284 -0.065 0.463
H -0.04657 14.65482 -7.36389 0.006 0.827 0.076 0.506
H -7.74646 6.01727 -15.75241 0.182 0.413 -0.106 -0.048
H -1.78943 7.00904 -17.78389 -0.631 0.432 -0.651 0.091
H -13.54317 6.52715 -20.31320 0.217 -0.040 0.219 0.352
H -0.01675 14.50326 -14.42360 0.193 0.003 -0.041 0.587
C -4.09499 12.09383 -7.29269 0.632 0.509 0.187 -1.432
H -1.25778 6.22321 -19.32224 0.352 0.581 -0.149 0.361
H -9.25455 4.41993 -23.15281 -0.258 0.388 0.028 0.717
C -8.95681 9.63794 -13.84088 -0.930 -0.595 -0.619 -1.283
```
Forces are in eV/Å.

Computed properties:
Relative energy (zero: lowest compared OMol25 entry of this formula, charge and spin)   0.0 kcal per mole
HOMO energy   -13.475 eV
Total charge   +4
E_tot   -6363.198768 hartree
Kohn-Sham gap   7.422 eV
Lowest unoccupied orbital energy   -6.0534 eV